Entry from OMol25: C45H39AsBrCl2InN2O6PS2 as an isolated structure (ωB97M-V with the def2-TZVPD basis set).

Element x y z (Å)
In1 1.5889 0.0656 2.1917
O1 5.2052 1.1224 2.6243
S1 4.1443 1.3518 1.6841
O2 3.7248 0.1374 0.9645
O3 2.9516 2.0019 2.2883
C1 4.7570 2.5615 0.5150
C2 5.8852 3.2558 0.9302
C3 6.4183 4.2717 0.1493
C4 5.8279 4.6056 -1.0561
C5 4.7009 3.9187 -1.4814
C6 4.1598 2.9045 -0.7043
S2 2.6961 2.1924 -1.4600
O4 0.1997 0.5100 -2.4674
O5 3.4916 0.8533 -1.9848
O6 1.7527 1.8372 -0.3995
H1 6.3342 2.9745 1.8732
H2 7.3004 4.8010 0.4853
H3 6.2427 5.3972 -1.6661
H4 4.2285 4.1672 -2.4255
Cl1 0.6938 2.0842 4.5018
C7 0.2932 3.2755 3.2463
Cl2 -0.5978 2.5310 1.8974
H5 1.2223 3.6656 2.8538
H6 -0.3356 4.0356 3.6870
Br1 -5.2112 -0.0975 6.1459
C8 -3.5402 -0.6581 5.4653
C9 -2.7473 -1.5118 6.2144
C10 -1.5187 -1.9166 5.7141
C11 -1.0790 -1.4657 4.4706
C12 -1.8792 -0.5840 3.7491
C13 -3.1135 -0.1887 4.2330
N1 0.1805 -1.8120 3.9334
C14 0.6812 -2.9569 4.1121
C15 2.0471 -3.2782 3.6473
C16 2.5658 -4.5424 3.8810
C17 3.8530 -4.8314 3.4494
C18 4.5749 -3.8471 2.8011
C19 3.9815 -2.6047 2.6065
N2 2.7476 -2.3252 3.0178
H7 -3.0814 -1.8528 7.1846
H8 -0.8823 -2.5588 6.3106
H9 -1.5152 -0.2173 2.7975
H10 -3.7379 0.4891 3.6653
H11 0.1339 -3.7628 4.6116
H12 1.9677 -5.2845 4.3954
H13 4.2815 -5.8106 3.6192
H14 5.5828 -4.0283 2.4530
H15 4.5054 -1.7996 2.1030
C20 -1.7996 0.4007 -0.3954
C21 -2.6991 -0.2068 -1.4712
As1 -4.2826 0.9719 -1.7353
C22 -3.2247 2.4442 -2.4842
C23 -2.6515 2.3991 -3.7547
C24 -1.9068 3.4709 -4.2287
C25 -1.7161 4.5957 -3.4339
C26 -2.2659 4.6421 -2.1617
C27 -3.0182 3.5712 -1.6922
C28 -4.9117 0.1773 -3.4035
C29 -4.7710 -1.1787 -3.6808
C30 -5.2720 -1.7125 -4.8624
C31 -5.9211 -0.8953 -5.7751
C32 -6.0804 0.4571 -5.4991
C33 -5.5858 0.9869 -4.3173
P1 -0.2171 -0.4929 -0.1460
C34 -0.5605 -2.1689 0.4558
C35 -1.8378 -2.5631 0.8492
C36 -2.0507 -3.8420 1.3431
C37 -0.9947 -4.7379 1.4444
C38 0.2895 -4.3334 1.1068
C39 0.5113 -3.0444 0.6464
C40 0.5022 -0.5810 -1.7263
C41 0.7909 0.9122 -3.6400
C42 2.0474 0.7444 -4.0207
C43 3.0998 0.0945 -3.1682
C44 2.6380 -1.2840 -2.7763
C45 1.5149 -1.5309 -2.0925
H16 -2.3025 0.4418 0.5742
H17 -1.5240 1.4232 -0.6609
H18 -3.0411 -1.2013 -1.1933
H19 -2.1819 -0.2776 -2.4259
H20 -2.8040 1.5311 -4.3865
H21 -1.4869 3.4353 -5.2274
H22 -1.1540 5.4393 -3.8148
H23 -2.1251 5.5175 -1.5404
H24 -3.4563 3.6159 -0.7007
H25 -4.2717 -1.8345 -2.9773
H26 -5.1579 -2.7695 -5.0669
H27 -6.3113 -1.3125 -6.6947
H28 -6.5928 1.0993 -6.2040
H29 -5.7168 2.0422 -4.1059
H30 -2.6727 -1.8769 0.7939
H31 -3.0472 -4.1393 1.6439
H32 -1.1720 -5.7445 1.8035
H33 1.1258 -5.0128 1.2209
H34 1.5263 -2.7061 0.4738
H35 0.0781 1.4709 -4.2292
H36 2.3327 1.1235 -4.9927
H37 4.0278 0.0143 -3.7239
H38 3.2949 -2.1107 -3.0215
H39 1.3241 -2.5408 -1.7527

Atomic forces in eV per Å
In -0.4 -0.3 -0.3
O 0.0 0.0 -0.1
S 0.4 0.4 0.3
O -0.1 0.1 0.0
O 0.2 -0.3 0.0
C -0.1 0.0 -0.1
C -0.1 -0.1 0.0
C 0.0 0.1 -0.1
C 0.1 0.0 0.0
C -0.1 -0.1 0.0
C 0.1 -0.2 0.0
S 0.1 0.2 -0.1
O 0.1 -0.1 -0.1
O 0.0 -0.3 0.1
O -0.1 -0.2 0.0
H 0.0 0.0 0.0
H 0.0 0.0 0.0
H 0.0 0.0 0.0
H 0.0 0.0 0.0
Cl -0.2 0.1 0.1
C 0.1 -0.2 0.0
Cl -0.1 0.3 0.1
H 0.1 0.0 0.0
H 0.0 0.0 0.0
Br 0.0 0.0 0.0
C 0.0 0.0 0.1
C 0.0 0.0 0.0
C 0.1 0.0 0.0
C -0.1 -0.1 0.0
C 0.1 -0.1 -0.1
C 0.0 0.0 -0.1
N 0.0 0.3 0.2
C 0.0 0.0 0.0
C 0.1 0.0 0.0
C 0.0 0.0 0.0
C 0.0 0.0 0.0
C 0.0 0.0 0.0
C -0.1 0.1 0.0
N 0.0 0.2 0.0
H 0.0 0.0 0.0
H 0.0 0.0 0.0
H 0.0 0.1 0.0
H 0.0 0.0 0.0
H 0.0 0.0 0.0
H 0.0 0.0 0.0
H 0.0 0.0 0.0
H 0.0 0.0 0.0
H 0.0 0.0 0.0
C 0.1 -0.1 0.0
C -0.1 0.1 0.0
As 0.1 0.0 0.0
C 0.0 0.0 0.0
C 0.0 0.0 0.0
C 0.0 0.0 0.0
C 0.0 0.0 0.0
C 0.0 0.0 0.0
C 0.0 0.0 0.0
C 0.0 0.0 0.0
C 0.0 0.0 0.0
C 0.0 0.0 0.0
C 0.0 0.0 0.0
C 0.0 0.0 0.0
C 0.0 0.0 0.0
P -0.2 -0.5 -0.4
C 0.2 0.0 0.1
C 0.0 0.0 0.0
C 0.0 0.0 0.0
C 0.0 0.0 0.0
C 0.0 0.0 -0.1
C -0.1 0.0 0.0
C -0.1 0.5 0.2
C -0.1 0.0 -0.1
C 0.2 0.0 0.2
C -0.2 0.1 0.0
C 0.1 0.1 0.2
C 0.0 -0.1 -0.1
H 0.0 0.0 0.0
H 0.1 0.0 0.0
H 0.0 0.0 0.0
H 0.0 0.0 0.0
H 0.0 0.0 0.0
H 0.0 0.0 0.0
H 0.0 0.0 0.0
H 0.0 0.0 0.0
H 0.0 0.0 0.0
H 0.0 0.0 0.0
H 0.0 0.0 0.0
H 0.0 0.0 0.0
H 0.0 0.0 0.0
H 0.0 0.0 0.0
H 0.0 0.0 0.0
H 0.0 0.0 0.0
H 0.0 0.0 0.0
H 0.0 0.0 0.0
H 0.0 0.0 -0.1
H -0.1 0.0 0.0
H -0.1 0.1 0.1
H 0.0 0.0 -0.1
H 0.0 0.0 0.0
H 0.0 -0.1 0.0

Its net charge is +1. Its HOMO energy (alpha / beta) is -9.218 / -9.217 eV. The calculation puts the calculated total energy at -254613.4769 eV.

---

Entry from OMol25: a 8-piece molecular cluster, C6H25N2O7 overall at a distorted geometry (ωB97M-V with the def2-TZVPD basis set).

Element x y z (Å)
C1 -2.5987 2.3905 1.3867
C2 -1.0361 2.3042 1.3390
C3 -0.5301 1.9311 -0.0736
C4 -0.5892 0.4922 -0.4753
C5 -0.9086 -0.0757 -1.6814
N1 -0.3509 -1.3768 -1.5625
C6 -0.0861 -1.6587 -0.2941
N2 -0.1086 -0.4909 0.3764
H1 -3.0356 1.6498 0.7511
H2 -3.0091 2.1159 2.3709
H3 -2.9158 3.4399 1.1744
H4 -0.7799 1.5362 2.0330
H5 -0.7664 3.3283 1.5878
H6 0.5054 2.2482 -0.2568
H7 -1.1859 2.5829 -0.6757
H8 -1.1941 0.3503 -2.6250
H9 -0.3087 -2.1434 -2.2208
H10 0.3610 -2.5381 0.1464
H11 -0.1343 -0.3498 1.3754
H12 3.2110 0.9382 -1.2008
H13 2.5211 -0.4984 -1.6984
O1 3.0994 -0.0115 -1.1138
H14 -3.4598 -2.3755 1.9786
H15 -3.2702 -3.7878 1.7823
O2 -2.8503 -2.9601 1.5051
H16 -0.5622 2.9728 -3.4735
H17 -0.3061 4.3826 -2.9790
O3 -0.6951 3.5403 -2.7081
H18 2.2668 -2.1062 4.1177
H19 2.0579 -3.6409 3.8407
O4 2.6102 -2.8737 3.6515
H20 2.7223 0.9342 1.9970
H21 2.4685 0.0139 0.7603
O5 2.2534 0.1501 1.6988
H22 0.0850 -0.2962 -4.1623
H23 -0.7325 -0.9745 -5.5176
O6 -0.2087 -1.0188 -4.7250
H24 2.8844 -2.4770 0.6416
H25 2.4230 -2.6440 1.9077
O7 2.1538 -3.0034 1.0215

Atomic forces in eV per Å
C 0.4 0.5 0.7
C -1.7 -0.1 -0.7
C -1.0 1.2 0.3
C -0.8 0.9 -0.1
C 2.3 -0.6 1.0
N -1.3 -0.9 0.4
C 1.2 1.5 0.5
N -1.6 -0.3 -1.2
H -0.5 -0.1 -0.9
H 0.4 0.4 -0.1
H -0.1 -1.1 -0.2
H 0.8 0.0 1.0
H 1.0 -0.4 0.3
H -0.2 0.1 0.2
H 0.6 -0.7 -0.6
H -0.2 0.0 0.1
H -0.4 0.4 -0.5
H -0.2 -0.3 -0.2
H 0.7 -0.3 0.1
H -0.5 -0.2 -0.9
H -0.1 0.8 -0.6
O 0.6 -0.7 1.5
H 0.3 0.5 -0.3
H 0.5 -0.3 -0.4
O -0.8 -0.1 0.6
H -0.1 0.1 -0.1
H -0.1 -0.1 0.1
O 0.2 0.1 -0.2
H -0.1 -0.2 0.2
H 0.0 0.2 0.2
O 0.3 0.1 -0.1
H 0.1 0.0 -0.1
H 0.2 0.2 0.1
O -0.3 -0.1 0.1
H -0.6 0.5 -1.4
H -0.1 1.3 -0.1
O 0.8 -1.8 1.5
H -0.3 -0.6 -1.2
H -1.1 -1.1 0.5
O 1.5 1.6 0.4

Its net charge is +1. Its HOMO energy is -13.201 eV. The calculation puts the calculated total energy at -23933.8793 eV.

---

Entry from OMol25: C3H3OSr as an isolated structure at a distorted geometry (ωB97M-V with the def2-TZVPD basis set).

Element x y z (Å)
C1 -0.3087 0.5798 0.5545
C2 0.5510 -0.3118 1.0401
H1 0.2411 -1.3615 1.1640
H2 1.5366 -0.0353 1.4326
Sr1 -0.9355 2.6802 1.8798
C3 0.3670 -1.2922 -2.6020
O1 -0.5507 -0.8186 -3.0685
H3 -0.9008 0.5594 -0.4006

Atomic forces in eV per Å
C 0.6 -0.2 -1.3
C -0.6 0.1 0.1
H 0.3 0.1 -0.2
H -0.2 -0.1 0.1
Sr -0.2 0.4 0.3
C -0.9 0.4 -0.4
O 0.9 -0.4 0.4
H 0.1 -0.3 1.0

Its net charge is +2. Its HOMO energy (alpha / beta) is -18.309 / -18.527 eV. The calculation puts the calculated total energy at -6021.7542 eV. Its expectation value of S² is 0.7533. Its spin multiplicity is 2.

---

Entry from OMol25: an isolated molecule of C2H3NO2 at a distorted geometry (ωB97M-V with the def2-TZVPD basis set).

Element x y z (Å)
C1 0.0250 -0.9644 1.6857
C2 -0.1747 -0.6386 0.2562
N1 -0.3597 0.8613 -1.7982
O1 0.0331 -2.1521 1.9778
O2 0.1445 0.4548 -0.2878
H1 0.2274 -0.1593 2.2678
H2 -0.7443 -1.3960 -0.2063
H3 -0.2421 1.7912 -1.6887

Atomic forces in eV per Å
C 0.5 -3.1 -2.8
C -0.2 0.8 -0.3
N 0.0 -5.9 2.2
O -0.3 1.4 0.3
O -1.2 0.9 -1.7
H 0.6 2.3 2.7
H -0.5 -0.7 -1.4
H 1.0 4.3 0.9

Its net charge is 0. Its HOMO energy (alpha / beta) is -8.350 / -9.857 eV. The calculation puts the calculated total energy at -7701.6497 eV.